[1]
The following is a quantum chemistry calculation of a gas-phase ion, C9H10NS (charge +1), from the OMol25 dataset.

Computed properties:
**E_tot**: -801.6487 Eh
**Charge**: +1
**Highest occupied orbital energy**: -12.95 eV
**Gap between HOMO and LUMO**: 8.4372 eV

Atoms and positions in Å:
C  -2.613  -1.951  0.377
N  -1.793  -1.229  -0.321
C  -0.452  -1.070  0.322
C  0.390  0.070  -0.166
C  1.593  -0.211  -0.793
C  2.414  0.820  -1.224
C  2.022  2.140  -1.036
C  0.821  2.425  -0.410
C  0.003  1.399  0.023
C  -0.848  -1.025  1.787
S  -2.056  -2.397  1.917
H  -3.596  -2.217  -0.004
H  -2.061  -0.869  -1.230
H  0.057  -2.019  0.107
H  1.909  -1.241  -0.933
H  3.356  0.579  -1.705
H  2.658  2.945  -1.385
H  0.530  3.457  -0.256
H  -0.940  1.643  0.504
H  0.015  -1.138  2.438
H  -1.411  -0.111  1.987


[2]
The following is a quantum chemistry calculation of a molecular structure, C43H36Br2ClN4O4PtSb in a non-equilibrium geometry, from the OMol25 dataset.

Computed properties:
**E_tot**: -8147.3782 Eh
**Charge**: +2
**Highest occupied orbital energy**: -12.93 eV
**Gap between HOMO and LUMO**: 6.0352 eV

Atoms and positions in Å:
Pt  -0.496  0.808  2.131
C  -3.483  -1.095  1.887
O  -2.502  -0.410  1.088
C  -2.924  0.055  -0.130
C  -4.202  -0.134  -0.618
C  -4.541  0.380  -1.867
Br  -6.290  0.136  -2.503
C  -3.627  1.071  -2.624
C  -2.339  1.276  -2.122
C  -1.993  0.771  -0.885
O  -0.722  0.964  -0.401
C  -1.290  1.990  -2.858
N  -0.125  2.246  -2.307
C  0.640  2.888  -3.286
C  1.953  3.355  -3.244
C  2.442  3.963  -4.381
C  1.652  4.103  -5.536
C  0.361  3.623  -5.592
C  -0.123  3.012  -4.438
N  -1.352  2.424  -4.136
H  -3.864  -1.965  1.356
H  -4.305  -0.425  2.143
H  -2.971  -1.410  2.789
H  -4.952  -0.664  -0.047
H  -3.921  1.468  -3.588
H  -0.254  1.611  -1.085
H  2.560  3.230  -2.354
H  3.457  4.344  -4.392
H  2.072  4.591  -6.406
H  -0.238  3.713  -6.490
H  -2.137  2.353  -4.759
Cl  1.194  2.542  3.523
C  2.794  1.973  2.956
C  2.784  1.074  1.734
O  3.802  0.998  1.121
O  1.635  0.377  1.473
H  3.239  1.404  3.768
H  3.403  2.838  2.732
Br  0.021  -2.366  7.807
C  -0.260  -1.554  6.140
C  -1.167  -0.512  6.026
C  -1.319  0.135  4.802
C  -0.585  -0.276  3.712
C  0.273  -1.359  3.812
C  0.450  -1.997  5.037
H  -1.742  -0.197  6.887
H  -2.016  0.964  4.725
H  0.830  -1.720  2.952
H  1.137  -2.830  5.131
C  4.144  -4.696  1.118
C  3.974  -3.726  2.098
C  3.137  -2.643  1.862
C  2.484  -2.559  0.637
C  2.651  -3.511  -0.362
C  3.492  -4.586  -0.108
Sb  1.112  -1.060  0.087
C  2.065  -0.412  -1.647
C  3.439  -0.191  -1.596
C  4.127  0.051  -2.778
C  3.453  0.065  -3.995
C  2.080  -0.145  -4.039
C  1.378  -0.372  -2.867
C  -0.521  -2.315  -0.321
C  -1.206  -2.330  -1.536
C  -2.159  -3.319  -1.742
C  -2.453  -4.234  -0.737
C  -1.800  -4.173  0.492
C  -0.828  -3.210  0.710
H  4.792  -5.541  1.305
H  4.492  -3.811  3.045
H  3.016  -1.876  2.619
H  2.150  -3.428  -1.322
H  3.636  -5.338  -0.873
H  3.974  -0.208  -0.666
H  5.198  0.213  -2.746
H  4.002  0.232  -4.914
H  1.559  -0.144  -4.989
H  0.311  -0.518  -2.912
H  -0.997  -1.621  -2.321
H  -2.665  -3.378  -2.697
H  -3.198  -5.002  -0.913
H  -2.038  -4.883  1.274
H  -0.302  -3.179  1.657
N  -2.398  4.707  2.003
C  -3.474  4.063  2.579
C  -3.178  2.745  2.524
N  -1.937  2.569  1.916
C  -1.500  3.781  1.628
H  -2.303  5.701  1.881
H  -4.329  4.594  2.966
H  -3.770  1.907  2.858
H  -0.568  4.018  1.138


[3]
The following is a quantum chemistry calculation of C18H20Cl2N2O5S2 in the gas phase in a non-equilibrium geometry, from the OMol25 dataset.

Computed properties:
**SMILES string**: COc1ccc(NS(=O)(=O)c2cccc(Cl)c2Cl)cc1S(=O)(=O)N1CCCCC1
**E_tot**: -2900.3594 Eh
**Highest occupied orbital energy**: -8.82 eV
**Gap between HOMO and LUMO**: 9.0245 eV

Atoms and positions in Å:
C  -3.580  3.623  0.481
H  -4.055  3.035  1.273
H  -3.407  4.637  0.834
H  -4.231  3.650  -0.398
O  -2.301  3.118  0.161
C  -2.194  1.869  -0.324
C  -0.903  1.440  -0.638
C  -0.660  0.155  -1.066
C  -1.713  -0.744  -1.206
C  -3.008  -0.318  -0.939
C  -3.250  0.975  -0.512
H  -4.264  1.273  -0.301
H  -3.815  -1.025  -1.034
N  -1.483  -2.105  -1.479
S  -1.729  -3.058  -0.105
O  -1.041  -4.290  -0.315
O  -3.127  -3.093  0.177
C  -0.944  -2.045  1.170
C  -1.759  -1.395  2.077
C  -1.208  -0.494  2.974
C  0.155  -0.252  2.967
C  0.974  -0.916  2.066
C  0.420  -1.809  1.147
Cl  1.407  -2.586  -0.017
Cl  2.657  -0.631  2.071
H  0.593  0.462  3.645
H  -1.839  0.025  3.676
H  -2.815  -1.609  2.050
H  -0.571  -2.296  -1.872
H  0.358  -0.139  -1.264
S  0.485  2.500  -0.217
O  0.729  2.296  1.183
O  0.291  3.838  -0.691
N  1.721  1.749  -1.065
C  3.041  1.863  -0.478
C  3.962  0.841  -1.136
C  4.017  1.099  -2.641
C  2.605  1.077  -3.221
C  1.718  2.072  -2.477
H  0.684  2.020  -2.825
H  2.079  3.098  -2.636
H  2.186  0.075  -3.115
H  2.623  1.330  -4.282
H  4.635  0.344  -3.131
H  4.469  2.076  -2.824
H  3.575  -0.162  -0.948
H  4.958  0.914  -0.698
H  2.931  1.683  0.591
H  3.443  2.877  -0.621